46
Properties=species:S:1:pos:R:3 method="wB97M-V/def2-TZVPD" de_lowest_ev=1.440 lumo_energy_ha="-0.033 / -0.033" e_tot_ha=-1511.2095
C 1.478 -1.980 -2.914
C 1.458 -0.586 -2.834
C 1.235 0.048 -1.578
C 1.031 -0.736 -0.451
C 0.938 -2.125 -0.556
C 1.201 -2.744 -1.797
C 1.245 1.563 -1.535
C -0.072 2.332 -1.915
N -1.286 1.916 -1.272
Sr 2.483 0.271 1.609
C 0.536 -3.008 0.619
P -0.881 -2.384 1.476
H 1.662 0.017 -3.717
H 1.144 -3.847 -1.861
H 1.697 -2.472 -3.877
H 1.353 -3.154 1.348
H 0.221 -4.007 0.280
H 1.542 1.956 -0.528
H 2.023 1.940 -2.236
H 0.095 3.392 -1.620
C -1.363 -3.176 2.983
C -2.255 -2.349 0.369
H -0.202 2.283 -3.016
C -2.063 0.816 -1.745
C -1.764 2.666 -0.142
H -0.129 -0.771 2.045
H -2.787 1.126 -2.503
H -1.415 0.061 -2.186
H -2.628 0.396 -0.916
H -2.418 3.509 -0.440
H -2.362 2.014 0.519
H -0.913 3.111 0.425
H -2.631 -3.381 0.315
H -3.056 -1.698 0.746
H -1.966 -2.013 -0.636
H -1.795 -4.139 2.679
H -0.487 -3.341 3.646
H -2.124 -2.562 3.507
H -0.841 -0.627 1.726
F 1.917 3.918 0.650
C 1.940 2.777 1.356
F 3.466 2.380 1.280
C 1.739 3.083 2.799
F 2.747 3.832 3.300
F 0.587 3.753 2.998
F 1.700 1.940 3.601

=====

16
Properties=species:S:1:pos:R:3 method="wB97M-V/def2-TZVPD" de_lowest_ev=4.144 lumo_energy_ha=0.028 e_tot_ha=-271.6003
C 0.844 -0.007 -1.632
C -0.197 0.733 -0.802
C 0.124 0.790 0.693
C -0.876 0.135 2.133
C -0.238 -0.802 1.326
O -0.919 -1.669 0.490
H 0.902 -1.068 -1.363
H 1.842 0.425 -1.492
H 0.597 0.049 -2.697
H -0.292 1.760 -1.178
H -1.178 0.263 -0.925
H 1.185 0.905 0.923
H -0.356 1.681 1.112
H -1.909 0.247 1.754
H 0.751 -1.186 1.591
H -0.278 -2.255 0.067

=====

14
Properties=species:S:1:pos:R:3 method="wB97M-V/def2-TZVPD" de_lowest_ev=4.194 lumo_energy_ha="-0.009 / -0.009" e_tot_ha=-320.7292
C -1.013 1.917 0.386
C -0.404 -1.343 0.083
C 0.761 -0.887 -0.795
C -0.023 0.932 0.319
N -1.808 2.737 0.424
N -0.524 -0.277 0.932
N 0.505 0.578 -0.950
H -1.289 -1.373 -0.567
H -0.231 -2.253 0.639
H 1.639 -1.058 -0.201
H 0.724 -1.377 -1.862
H 1.545 1.603 1.262
H -1.268 -0.163 1.562
H 1.385 0.965 -1.230